ORCA calculation (ωB97M-V/def2-TZVPD) on a structure of composition C42H33CdN6O4S2.

Values from the calculation:
Charge: -1
Total energy in Ha: -3213.92077
Energy relative to the best compared isomer or geometry (same formula, charge and spin) in kcal/mol: 52.7
Lowest unoccupied orbital energy (alpha / beta) in Ha: 0.0709 / 0.0709
E_HOMO (alpha / beta) in eV: -4.158 / -4.158

Structure (XYZ):
```
88
Properties=species:S:1:pos:R:3:mulliken_charge:R:1
Cd 9.71168 9.82539 12.24811 3.06
S 15.40319 5.68114 9.93889 -0.18
S 9.07319 10.84867 18.35137 0.00
O 11.94654 10.66496 8.47382 -0.63
O 10.86490 10.99169 10.46073 -0.16
O 8.59373 8.32198 10.94546 -0.98
O 10.05151 10.83803 15.71042 -0.40
N 10.09213 8.95466 14.34947 0.66
N 12.84722 13.60813 10.90123 -0.16
N 9.50829 12.07701 13.05144 -0.14
N 11.56480 8.32281 12.24862 -0.15
N 14.67253 12.20214 11.35535 -0.10
N 7.72079 10.89362 11.27909 -0.21
C 10.70798 7.76481 14.36498 0.01
C 15.92593 6.27890 8.33417 -0.41
C 14.16050 6.89320 9.93637 0.36
C 14.18953 13.33706 10.84161 0.73
C 14.23834 7.74533 8.86159 -0.48
C 12.15984 6.11409 13.14852 0.62
C 10.09941 7.35252 16.67971 -0.92
C 12.01855 5.25580 14.26150 -1.02
C 13.04445 12.28842 14.03197 -1.45
C 12.33595 8.06999 11.16180 -0.73
C 10.60840 6.87176 15.46592 0.41
C 7.51916 8.11561 10.27382 0.02
C 7.52666 12.31704 11.49473 -0.95
C 5.16565 8.78528 9.68143 -0.37
C 15.99231 11.94195 11.25304 -0.40
C 8.88373 9.24356 20.32824 -0.53
C 8.87811 10.59087 20.05960 -0.50
C 10.68297 12.51973 13.41214 -0.33
C 11.40978 7.36264 13.18792 -0.09
C 6.41698 9.10071 10.25418 0.60
C 16.44575 14.11412 10.45121 -0.18
C 7.30968 6.94562 9.48668 -0.90
C 14.06983 11.63670 14.67758 -0.61
C 11.69488 11.90047 14.26352 0.54
C 16.92919 12.87139 10.82943 -0.67
C 12.99213 5.91437 12.03237 -0.95
C 6.11170 6.68259 8.98355 -0.13
C 11.35871 5.68856 15.41929 -0.97
C 9.24317 9.15085 18.04206 0.51
C 13.13550 6.94180 11.00196 0.58
C 10.94877 10.78451 9.18544 -0.44
C 15.32847 7.43144 7.96341 -0.52
C 15.11034 14.38164 10.43615 -0.84
C 12.41563 10.61115 16.11079 -0.05
C 13.71971 10.78606 15.67369 -0.77
C 9.62632 8.65394 16.78622 0.36
C 9.15644 8.39585 19.18898 -0.67
C 8.66726 13.00222 12.22592 -0.95
C 9.49800 9.48221 15.50583 -0.12
C 6.57485 10.40962 10.75001 -0.63
C 11.37244 11.10010 15.38232 0.81
C 4.96895 7.55057 9.05294 -0.80
H 10.25754 6.82020 17.63270 0.11
H 11.02276 13.44914 12.94309 0.37
H 3.99275 7.24986 8.74331 0.40
H 17.12071 14.97973 10.29490 0.32
H 12.53267 14.48128 10.43791 0.25
H 12.17321 12.85701 10.62910 -0.04
H 16.31046 11.00464 11.66137 0.43
H 8.19736 13.76276 12.87744 0.35
H 13.53720 8.56122 8.67398 0.47
H 11.39609 5.23904 16.36538 0.41
H 6.62001 12.56478 12.03698 0.50
H 5.82701 11.15508 10.57858 0.35
H 8.42052 9.72623 15.20573 0.16
H 13.24104 13.04750 13.35002 0.70
H 15.08283 12.04917 14.53383 0.39
H 17.95908 12.60871 10.62954 0.38
H 14.61963 15.24001 9.92142 0.20
H 9.24712 7.29813 19.12723 0.37
H 9.93778 10.78996 8.58021 0.18
H 4.36407 9.60218 9.69504 0.18
H 15.66113 8.17652 7.20938 0.34
H 8.83693 11.39838 20.77384 0.40
H 8.72105 8.85235 21.30992 0.40
H 9.18351 13.60273 11.45642 0.36
H 12.56789 4.30328 14.24363 0.34
H 7.33385 12.86136 10.56046 0.44
H 16.62614 5.69569 7.71071 0.39
H 12.24978 9.86311 16.87964 0.41
H 8.15821 6.28159 9.32373 0.38
H 12.42812 8.92575 10.55029 0.30
H 13.54186 4.94150 11.92292 0.31
H 5.97783 5.68087 8.56064 0.30
H 14.48744 10.16694 16.13338 0.35
```

ORCA calculation (ωB97M-V/def2-TZVPD) on a cluster of 2 separate species, C20H21N3O2 in total.

Values from the calculation:
Total energy in Ha: -1089.28122
Energy relative to the best compared isomer or geometry (same formula, charge and spin) in kcal/mol: 170.1
Lowest unoccupied orbital energy in Ha: -0.0703
E_HOMO in eV: -6.059

Structure (XYZ):
```
46
Properties=species:S:1:pos:R:3:mulliken_charge:R:1
O -0.25635 2.71833 6.83157 -0.63
O 1.04813 4.19358 5.85515 -0.64
N 0.37745 -0.28965 -2.26963 0.24
N 0.69512 -2.98121 1.61833 -0.70
N 0.55635 3.04310 5.93527 0.92
C -3.68874 -0.95693 -0.83832 -0.47
C -4.19241 0.15155 -0.13616 -0.40
C -0.22373 -1.60736 -4.27097 -0.54
C -0.48219 -0.34036 -3.46531 -0.82
C -1.43964 -0.03167 -0.66496 0.28
C 0.53954 -0.07293 3.91539 -0.68
C 1.25998 -1.82933 -4.58867 -0.71
C 1.77239 2.46952 3.88751 -0.40
C 2.19215 -1.56966 -3.40031 -0.64
C -0.05695 0.02373 -1.06608 -0.32
C 1.04363 -1.85646 1.68900 0.11
C -1.95498 1.03099 0.11211 -0.42
C -2.31965 -1.08263 -1.05216 -0.41
C 1.50498 -0.54772 1.68377 -0.94
C 0.32380 0.80211 4.96364 -0.41
C 0.91795 2.08365 4.94765 -0.19
C 1.82166 -0.32914 -2.59017 -0.69
C -3.31762 1.13014 0.35606 -0.64
C 1.98415 1.60171 2.83551 -0.68
C 1.35587 0.30665 2.79485 1.27
H 2.38558 -0.29661 -1.65293 0.32
H -1.53562 -0.27995 -3.18358 0.49
H 2.62446 1.90678 2.00482 0.30
H -0.31051 0.54036 5.80573 0.45
H 0.06058 -1.05366 3.92985 0.34
H 2.19896 -2.44297 -2.73544 0.36
H -0.79914 -1.55877 -5.20377 0.38
H 1.39475 -2.86211 -4.92992 0.33
H 0.68021 0.45940 -0.38772 0.82
H 2.22501 3.45673 3.92105 0.44
H -0.23910 0.53435 -4.09129 0.40
H -0.61477 -2.46917 -3.71237 0.22
H -1.90992 -1.97614 -1.53007 0.53
H -1.25813 1.78622 0.47438 0.37
H -5.26629 0.25566 0.01908 0.39
H 1.55007 -1.18008 -5.42574 0.32
H -4.36964 -1.71808 -1.22108 0.40
H 2.06419 0.56736 -3.18288 0.33
H -3.70671 1.97430 0.92813 0.40
H 3.21837 -1.45139 -3.76658 0.35
H 2.14679 -0.25222 0.85726 0.58
```

ORCA calculation (ωB97M-V/def2-TZVPD) on a cluster of 2 separate species, C4H11NO2 in total.

Values from the calculation:
Total energy in Ha: -364.25344
Energy relative to the best compared isomer or geometry (same formula, charge and spin) in kcal/mol: 9.2
Lowest unoccupied orbital energy in Ha: 0.0258
E_HOMO in eV: -10.042

Structure (XYZ):
```
18
Properties=species:S:1:pos:R:3:mulliken_charge:R:1
O 0.55324 0.13858 -0.90787 -0.68
O 3.47493 0.37857 -0.57318 -0.65
N -1.25216 -1.12040 -0.41037 -0.19
C -0.45314 -0.03455 -0.23728 0.55
C 0.36320 1.56399 1.54309 -1.00
C -1.18218 -1.90242 -1.62911 -0.88
C -0.84518 0.88982 0.90256 -0.41
H -2.18152 -2.30428 -1.82359 0.35
H -1.19925 0.20197 1.67520 0.28
H 0.60371 2.55257 1.13323 0.29
H -0.89847 -1.24427 -2.43696 0.30
H 0.15324 1.79823 2.57925 0.38
H 2.59519 0.34170 -0.97378 0.41
H 1.21196 0.90245 1.42895 0.12
H -0.53251 -2.76062 -1.49744 0.26
H -1.70716 1.47632 0.59660 0.36
H -1.99123 -1.19957 0.26430 0.23
H 3.28732 0.32192 0.36640 0.30
```

ORCA calculation (ωB97M-V/def2-TZVPD) on a structure of composition C29H28I2N3O4PS2Ta.

Values from the calculation:
Charge: +3
Total energy in Ha: -3376.42086
Energy relative to the best compared isomer or geometry (same formula, charge and spin) in kcal/mol: 18.3
Lowest unoccupied orbital energy in Ha: -0.4100
E_HOMO in eV: -16.589

Structure (XYZ):
```
70
Properties=species:S:1:pos:R:3:mulliken_charge:R:1
Ta -0.41712 0.04462 -0.26959 0.86
I 2.01304 -1.46365 -0.87878 0.31
I 3.75900 -0.12114 0.61301 0.00
S -1.79237 0.16895 -2.42139 1.03
S -2.59030 1.02317 -0.68217 -0.27
P -1.31202 -2.16263 0.93655 1.88
O 0.59494 1.72616 -0.04260 0.08
O -2.58173 0.06543 -3.57177 -0.46
O -1.33065 -1.13203 -1.72179 -0.34
O -0.47781 0.87847 -2.41523 -0.46
N 1.55274 3.42031 -1.35088 0.77
N 0.02778 0.25075 1.93312 -0.17
N 1.24994 4.71873 -1.66221 0.08
C -1.45351 -2.70595 3.68428 0.04
C 5.22489 1.79582 -2.53299 -0.44
C -3.05123 -2.51610 0.71540 0.60
C -0.35513 3.96429 -0.34398 -0.73
C -3.49112 -3.63914 0.01633 -0.43
C -1.20156 -2.38621 5.00754 -0.83
C -0.50193 6.40827 -1.24066 -1.64
C 1.46161 -5.51954 -0.48908 -0.63
C 2.06749 5.52452 -2.57134 -0.97
C -1.02182 -1.84780 2.67154 -0.21
C 0.61888 -4.12729 1.28661 -0.76
C -5.76543 -3.00741 0.47715 -0.55
C 0.55514 -4.94646 -1.37557 -0.82
C 1.48690 -5.11558 0.83852 -0.84
C 0.57434 2.96419 -0.54631 -0.05
C -0.31712 -3.95872 -0.93959 -0.34
C 4.04983 1.32919 -3.10860 -0.82
C -0.52834 -1.21159 5.32727 -0.73
C 3.97075 3.29599 -1.13358 0.07
C -0.28504 -3.54589 0.40096 0.72
C -4.85318 -3.87644 -0.10221 -0.79
C 2.80692 2.82486 -1.72632 -0.45
C -5.32586 -1.89766 1.19282 -0.83
C -3.97175 -1.64806 1.31172 -0.54
C 5.18768 2.77714 -1.54802 -0.86
C 2.82458 1.85198 -2.71335 -0.21
C -0.11005 -0.34287 4.32812 -0.56
C 0.10523 5.06329 -1.06791 0.44
C -0.36959 -0.67497 3.01068 0.19
H 2.66282 4.86536 -3.19522 0.35
H -1.26336 3.91609 0.23002 0.49
H -0.86402 6.53746 -2.26232 0.38
H 6.10664 3.14624 -1.11310 0.45
H 0.22205 7.19669 -1.03500 0.40
H 1.90169 1.54134 -3.18710 0.58
H -6.04158 -1.23795 1.66389 0.46
H 0.65229 -3.82370 2.32477 0.42
H 0.51385 -5.28274 -2.40318 0.46
H -0.33772 -0.96415 6.36268 0.46
H 2.13610 -6.29293 -0.83151 0.47
H -1.99028 -3.61321 3.43427 0.56
H -5.19907 -4.74873 -0.63941 0.46
H 0.39818 0.57934 4.58346 0.53
H -1.03189 -3.53839 -1.63334 0.34
H 6.17753 1.40608 -2.86609 0.48
H -1.53334 -3.04939 5.79459 0.50
H -2.79076 -4.34162 -0.41253 0.46
H 1.05014 0.36847 1.94514 0.32
H 2.17573 -5.57765 1.53295 0.46
H -6.82565 -3.20074 0.38530 0.45
H 3.92375 4.06446 -0.37142 0.57
H -0.29976 1.19232 2.17295 0.50
H 1.40042 6.10369 -3.20393 0.42
H -1.34396 6.52674 -0.56422 0.39
H 4.08885 0.58578 -3.89378 0.49
H -3.63505 -0.79625 1.89353 0.47
H 2.71940 6.18842 -2.00709 0.34
```

Among the records above, which one has the highest energy relative to the best compared isomer or geometry (same formula, charge and spin)?
C20H21N3O2

Which formula does entry 3 have?
C4H11NO2